The following is a quantum chemistry calculation of a 6-piece molecular cluster, H12O6 overall in a non-equilibrium geometry, from the Open Molecules 2025 dataset.

```
18
Properties=species:S:1:pos:R:3:forces:R:3
O 0.949263 -0.545708 -2.270528 -2.4 -1.3 -0.1
H 0.840490 -0.051410 -1.440632 -0.5 -0.4 -0.1
H 1.702970 -0.166631 -2.580424 3.6 1.3 -2.0
O 0.154817 0.640566 -0.388843 -1.2 0.6 2.9
H -0.746228 0.964268 -0.569872 0.4 -0.2 0.0
H 0.076562 0.334545 0.561632 0.0 0.2 -1.1
O 2.732544 1.421200 -0.097975 -1.8 -2.2 0.8
H 1.747800 1.260326 -0.218936 1.3 1.4 -0.3
H 2.810540 0.544772 0.366576 1.0 1.1 -0.4
O -2.339709 0.626732 0.553109 -1.2 -2.8 -1.6
H -2.820220 1.409504 0.743957 -1.1 1.1 0.1
H -2.979729 -0.030136 0.081417 1.6 2.0 1.3
O 0.522111 -2.576867 -0.795053 3.8 -2.1 -1.6
H 0.590779 -1.978350 -1.543247 0.2 0.4 -0.4
H -0.207976 -2.365277 -0.336885 -4.0 1.1 2.5
O -0.551714 0.047537 2.539503 -3.6 0.5 1.2
H -1.066072 0.905141 2.600815 1.7 -0.6 -0.4
H -1.416226 -0.440212 2.795386 2.4 0.0 -0.7
```
Positions in Å, forces in eV/Å.

The net charge is 0. The highest occupied orbital energy is -10.31 eV. The energy relative to the best compared isomer or geometry (same formula, charge and spin) comes out at 2.524 eV. The SMILES is O.O.O.O.O.O. The value obtained for the total energy is -458.57974 Eh.

The following is a quantum chemistry calculation of C27H16Cl4HfN8O2SbSe4 as an isolated structure, from the Open Molecules 2025 dataset.

```
63
Properties=species:S:1:pos:R:3:forces:R:3
Hf 0.588708 -0.032492 1.634064 -0.2 0.2 0.1
C -2.016031 -3.891327 2.416983 0.0 0.0 0.1
C -1.140887 -2.811578 2.546454 0.0 0.0 -0.1
N -0.799648 -2.073082 1.503327 0.0 -0.1 0.0
C -1.319112 -2.431128 0.316606 0.0 0.1 0.0
C -2.204179 -3.486368 0.218645 0.0 0.0 0.0
N -2.567106 -4.225458 1.268848 0.0 0.0 0.0
C -0.925392 -1.632016 -0.860530 0.0 0.0 0.0
C -1.205368 -2.056228 -2.152819 0.0 0.0 0.0
C -0.834206 -1.271857 -3.231696 0.0 0.0 0.0
C -0.208659 -0.060834 -2.972247 0.0 0.0 0.0
C 0.050826 0.291444 -1.658707 0.1 0.1 0.0
N -0.275200 -0.487757 -0.626135 -0.1 -0.1 0.0
C 0.672197 1.587241 -1.299165 0.0 0.0 0.1
C 1.055911 2.540755 -2.236045 0.0 0.0 0.0
N 1.523046 3.732200 -1.886843 0.0 0.0 0.0
C 1.601157 3.978379 -0.584671 0.0 0.0 0.0
C 1.257935 3.031213 0.367662 0.0 0.0 0.0
N 0.806691 1.833902 0.007212 0.1 -0.1 -0.2
C -1.104249 -1.713244 -4.619687 0.0 0.0 0.0
C -1.563316 -0.824319 -5.585002 0.0 0.0 0.0
C -1.802459 -1.293142 -6.866772 0.0 0.0 0.0
N -1.613196 -2.555872 -7.239943 0.0 0.0 0.0
C -1.170247 -3.400013 -6.311383 0.0 0.0 0.0
C -0.905236 -3.035359 -5.000831 0.0 0.0 0.0
H -2.259671 -4.487927 3.286626 0.0 0.0 0.0
H -0.711123 -2.543049 3.500420 0.0 0.0 0.0
H -2.662665 -3.746007 -0.725638 0.0 0.0 0.0
H -1.704655 -2.997498 -2.321528 0.0 0.0 0.0
H 0.086893 0.578653 -3.789922 0.0 0.0 0.0
H 0.988772 2.343604 -3.297155 0.0 0.0 0.0
H 1.958416 4.953884 -0.280681 0.0 0.0 0.0
H 1.341087 3.216126 1.429256 0.0 0.0 0.0
H -1.756180 0.211578 -5.337792 0.0 0.0 0.0
H -2.169274 -0.618609 -7.632621 0.0 0.0 0.0
H -1.014047 -4.423998 -6.631502 0.0 0.0 0.0
H -0.525569 -3.763514 -4.296082 0.0 0.0 0.0
Cl -2.894281 5.509444 4.094507 0.0 0.0 0.0
C -2.518905 3.978553 3.383984 0.0 0.0 0.0
C -3.517357 3.205013 2.810985 0.0 0.0 0.0
Cl -5.155706 3.757917 2.804326 0.0 0.0 0.0
C -3.199013 1.973231 2.224251 0.0 0.0 0.0
Cl -4.404829 0.989631 1.470424 0.0 0.0 0.0
C -1.889720 1.518728 2.223930 -0.1 0.0 -0.1
O -1.478613 0.393535 1.678317 0.0 0.0 0.0
C -0.877921 2.292965 2.822968 0.1 0.1 0.0
O 0.332095 1.781550 2.762428 0.1 -0.2 0.0
C -1.195796 3.521189 3.383306 0.0 0.0 0.0
Cl 0.093604 4.464119 4.053437 0.0 0.0 0.0
Se 4.985360 -2.544182 3.162194 0.0 0.0 0.0
Sb 2.637058 -2.841760 2.684490 0.1 0.2 -0.1
Se 1.331283 -1.049051 3.938461 0.0 -0.2 0.3
Se 2.142862 -1.940311 0.341247 0.1 0.0 0.0
Se 1.552161 -4.972688 2.911926 -0.1 -0.1 0.0
N 4.971077 1.030092 2.251573 0.0 0.0 0.0
C 4.425694 1.936650 3.129649 0.0 0.1 0.0
C 3.089499 1.901744 2.915653 0.0 -0.1 0.0
N 2.801960 0.960746 1.934902 0.1 0.1 0.0
C 3.966308 0.458074 1.573153 0.0 0.0 0.0
H 5.900732 0.648009 2.272296 0.0 0.0 0.0
H 5.015822 2.498100 3.830706 0.0 0.0 0.0
H 2.305603 2.431468 3.425216 0.0 0.0 0.0
H 4.107057 -0.339046 0.864992 0.0 0.0 0.0
```
Positions in Å, forces in eV/Å.

The net charge is -1. The highest occupied orbital energy is -4.63 eV. The energy relative to the best compared isomer or geometry (same formula, charge and spin) comes out at 0.000 eV. The value obtained for the total energy is -13362.23240 Eh.

The following is a quantum chemistry calculation of C32H26N9O2TeTi as an isolated structure in a non-equilibrium geometry, from the Open Molecules 2025 dataset.

```
71
Properties=species:S:1:pos:R:3:forces:R:3
Ti 0.422764 -0.069975 -1.041505 0.8 -0.1 0.3
O -3.030400 1.786086 -2.062825 -0.3 0.1 -0.1
C -1.942942 1.443588 -1.697017 0.4 -0.4 0.3
N -1.506745 0.171486 -1.308550 -1.1 0.2 -0.3
C -2.304475 -0.980196 -1.271094 0.5 0.5 0.2
O -3.445615 -1.105162 -1.606301 -0.3 -0.1 -0.1
C -1.504753 -2.169568 -0.725251 -0.2 0.5 -0.2
C -2.128619 -3.371696 -0.497587 -0.2 -0.2 0.0
C -1.371251 -4.433834 -0.026604 -0.2 -0.1 0.0
C -0.016703 -4.253205 0.177795 0.2 0.0 0.1
C 0.536938 -3.011539 -0.076339 0.0 0.0 0.0
N -0.192432 -1.977029 -0.503089 -0.7 -0.9 0.2
C -0.802618 2.466301 -1.564684 -0.3 -0.4 -0.2
C -1.076912 3.810995 -1.623024 -0.1 0.2 -0.1
C -0.033210 4.708224 -1.448646 -0.2 0.1 0.0
C 1.242008 4.221278 -1.236057 0.2 0.0 0.0
C 1.439409 2.852718 -1.206353 0.0 0.0 -0.1
N 0.438325 1.982703 -1.366223 -0.5 1.1 0.0
H -3.189968 -3.446763 -0.700311 0.1 0.0 0.0
H -1.831799 -5.395124 0.167019 0.0 0.1 0.0
H 0.614486 -5.059023 0.528999 0.0 0.0 0.0
H 1.593781 -2.829005 0.050928 0.1 0.0 0.0
H -2.098546 4.121931 -1.800870 0.1 0.0 0.0
H -0.214215 5.775883 -1.480210 0.0 -0.1 0.0
H 2.083163 4.885946 -1.088146 0.0 0.0 0.0
H 2.420582 2.427866 -1.051088 0.1 0.0 0.0
N 2.889758 -0.024944 1.414399 0.1 0.0 -0.1
C 3.373851 -0.263928 0.165250 -0.5 0.0 -0.1
N 4.667408 -0.366529 0.038396 0.1 -0.1 -0.2
C 5.103861 -0.612623 -1.225954 0.4 0.0 0.2
N 6.434947 -0.743993 -1.358812 -0.2 0.0 0.0
N 4.349230 -0.740189 -2.300677 -0.3 0.1 0.0
C 3.027945 -0.589982 -2.110769 0.0 0.0 0.1
N 2.458121 -0.342399 -0.854117 1.3 -0.3 -0.6
C 2.141371 -0.665637 -3.239031 0.0 0.0 0.3
C 2.619583 -0.889475 -4.543254 0.1 0.0 0.0
C 1.740586 -0.922154 -5.584085 -0.1 0.0 -0.2
C 0.358513 -0.731499 -5.336897 0.2 -0.1 -0.4
C -0.062575 -0.527721 -4.067324 0.1 0.0 0.6
N 0.792509 -0.494143 -2.998918 0.7 -0.1 -0.3
H 3.570845 -0.104451 2.151810 0.0 0.0 0.0
H 1.954933 -0.318839 1.634502 -0.2 0.0 0.0
H 7.025516 -0.652303 -0.553328 0.0 0.0 0.0
H 6.823981 -0.941416 -2.261573 0.0 0.0 0.0
H 3.682478 -1.023774 -4.680270 0.0 0.0 0.0
H 2.094663 -1.088985 -6.593348 0.0 0.0 0.0
H -0.365597 -0.747144 -6.140970 0.1 0.0 0.0
H -1.109177 -0.382485 -3.847337 -0.1 0.0 0.1
Te -0.511182 1.196720 1.603098 -0.2 0.4 0.1
C -0.273869 0.781079 3.630795 0.3 -0.1 0.1
C -0.292830 1.850001 4.519520 0.0 -0.2 0.3
C -0.198787 1.598187 5.884673 0.0 0.0 -0.1
C -0.081923 0.293273 6.348077 0.0 0.0 0.0
C -0.067134 -0.768702 5.451697 0.0 0.0 0.0
C -0.157483 -0.527575 4.086391 0.1 0.0 0.2
C -2.554429 0.727283 1.644980 -0.1 -0.2 -0.2
C -3.489336 1.724874 1.404333 -0.2 -0.1 0.0
C -4.844561 1.401503 1.383302 0.1 0.0 0.0
C -5.254395 0.095526 1.609029 0.1 0.0 0.0
C -4.312810 -0.898063 1.857767 0.1 0.1 0.0
C -2.959262 -0.587052 1.869054 -0.2 0.1 0.0
H -0.387457 2.866217 4.159193 0.0 0.0 0.0
H -0.225157 2.424367 6.584906 0.0 0.0 0.0
H -0.005723 0.102394 7.411721 0.0 0.0 -0.1
H 0.008361 -1.786533 5.813595 0.0 0.0 0.0
H -0.144550 -1.358647 3.390519 0.0 0.0 0.0
H -3.173687 2.745961 1.228681 0.0 0.0 0.0
H -5.576732 2.174102 1.180539 0.0 0.0 0.0
H -6.309459 -0.149661 1.597695 0.1 0.0 0.0
H -4.632473 -1.919184 2.030832 0.0 0.1 0.0
H -2.228129 -1.364343 2.058947 0.0 0.0 0.0
```
Positions in Å, forces in eV/Å.

The net charge is +1. As for the spin multiplicity: 3. The highest occupied orbital energy (spin up / spin down) is -8.39 / -11.31 eV. The expectation value of S² is 2.014. The energy relative to the best compared isomer or geometry (same formula, charge and spin) comes out at 0.093 eV. The value obtained for the total energy is -2995.78707 Eh.

> What is the energy relative to the best compared isomer or geometry (same formula, charge and spin) in the third record?

0.093 eV

> Among the records above, which one has the highest energy relative to the best compared isomer or geometry (same formula, charge and spin)?

H12O6

> Which value of net charge does entry 3 give?

+1

> Look up the net charge of the third one.

+1